No. 1
Below is a structure of composition C37H43MoN6O2PS2 at a distorted geometry, with properties calculated with wB97M-V/def2-TZVPD.

Last column: Mulliken spin population.
Positions of all 92 atoms, in Å:
1 H -2.30 2.64 3.39  0.000
2 H -3.19 1.08 -0.04  0.004
3 H -3.26 1.61 -3.72  0.000
4 C 0.30 -3.23 -3.27  -0.003
5 N 0.14 -1.61 1.31  0.047
6 C -0.58 -4.11 -2.70  0.009
7 H -2.34 -5.59 -1.24  0.000
8 C -0.38 -2.85 -0.66  0.041
9 C 1.07 2.54 3.47  0.027
10 H -3.57 -0.51 -0.71  -0.001
11 C 3.75 -0.52 -0.53  0.013
12 H 4.01 0.82 3.48  0.007
13 H 1.38 3.06 -0.52  -0.028
14 H -4.36 1.01 -2.50  -0.001
15 S 2.54 0.17 -1.60  -0.028
16 C -0.62 -2.67 0.72  -0.007
17 H -3.17 -1.07 -2.87  0.000
18 N 0.21 1.29 1.62  -0.203
19 C 0.76 -2.15 -2.53  0.028
20 H -2.85 5.39 0.51  0.000
21 H -2.91 3.29 -0.70  0.000
22 H -1.84 -3.33 2.35  0.000
23 C 0.00 2.27 -3.41  0.010
24 H -0.98 1.05 -4.94  0.000
25 C -1.91 4.89 0.28  0.003
26 C -1.55 -3.49 1.32  -0.002
27 C 2.09 -5.05 3.64  0.000
28 H 3.78 2.53 3.07  0.000
29 N 2.47 0.26 1.08  -0.111
30 C -0.24 -3.82 4.54  -0.001
31 H -1.49 -1.30 -2.43  0.002
32 H 2.29 -3.36 2.31  0.004
33 H -1.91 -0.39 -3.88  0.000
34 H -2.88 -5.17 1.13  0.000
35 H -1.97 3.12 -3.90  0.000
36 H 4.96 -1.13 -2.05  0.001
37 C 1.41 2.87 -3.30  0.007
38 C 3.81 1.52 2.66  -0.008
39 N 0.44 -1.93 -1.25  0.002
40 C 1.33 -5.63 4.64  0.000
41 C -1.87 -4.78 -0.69  0.005
42 C 1.25 1.73 2.38  0.098
43 C -2.19 -0.59 -2.85  -0.002
44 C 0.17 -5.02 5.10  0.000
45 H 4.63 1.44 1.96  0.003
46 C 0.48 4.78 0.36  0.013
47 N 3.62 -0.39 0.75  -0.016
48 H -0.99 -4.94 -3.27  0.000
49 C -1.28 2.42 3.11  0.001
50 H 0.64 -3.35 -4.29  0.001
51 H -1.14 -3.31 4.88  0.000
52 O -1.17 -1.25 3.46  0.000
53 Mo 0.69 -0.12 0.06  1.969
54 C -0.94 3.42 -3.80  -0.001
55 C -1.94 3.69 -0.42  -0.004
56 H -1.84 1.23 1.44  -0.023
57 H -0.38 3.54 4.71  -0.001
58 H -0.88 4.24 -3.08  0.001
59 H -0.69 6.38 1.20  0.000
60 C -2.17 -4.54 0.61  -0.002
61 H -0.41 -5.47 5.89  0.000
62 H 0.65 1.55 -5.33  0.001
63 C 0.01 1.21 -4.52  0.003
64 C -0.71 5.44 0.66  0.000
65 C 2.53 1.16 2.00  0.020
66 C -2.31 0.68 -2.00  -0.047
67 C -0.77 3.02 -0.75  0.001
68 H 1.41 -1.42 -2.99  -0.005
69 H 1.68 3.24 -4.29  0.001
70 O 1.28 -0.83 3.42  0.005
71 H 1.65 -6.57 5.09  0.000
72 H 3.00 -5.54 3.30  0.000
73 H -3.51 2.53 -2.24  0.001
74 H -0.60 3.80 -4.77  -0.001
75 P -0.59 1.49 -1.75  -0.003
76 H 1.44 3.72 -2.63  -0.002
77 H 1.93 2.85 4.05  0.002
78 C -3.41 1.53 -2.65  0.001
79 H 2.16 2.15 -3.01  0.003
80 C -2.78 0.24 -0.61  0.024
81 C -0.96 -3.93 -1.36  -0.013
82 S 0.15 -1.62 3.03  0.015
83 C 0.53 -3.26 3.54  0.005
84 H 5.57 -1.43 -0.45  0.000
85 C -0.21 2.91 3.85  0.014
86 N 4.82 -1.13 -1.06  -0.005
87 H 0.41 0.25 -4.18  -0.001
88 C -1.02 1.62 2.02  0.098
89 C 0.45 3.58 -0.32  0.033
90 C 1.70 -3.85 3.08  -0.003
91 H 1.43 5.20 0.67  0.000
92 H -1.99 -0.24 -0.02  -0.004

- Charge: +2
- Spin multiplicity: 3
- Expectation value of S²: 2.04
- HOMO-LUMO gap (spin up / spin down): 6.79 / 6.68 eV



No. 2
Below is a structure of composition C37H43N7O8PY at a distorted geometry, with properties calculated with wB97M-V/def2-TZVPD.

Last column: Mulliken charge in e.
Positions of all 97 atoms, in Å:
1 C 3.09 -4.88 0.49  -0.632
2 O -1.20 1.27 1.48  -0.208
3 H 1.25 4.96 1.13  0.346
4 C -1.01 4.93 4.20  -1.771
5 O 1.18 1.85 1.25  -0.927
6 C 0.12 -4.60 -2.59  -1.017
7 H -0.56 -3.70 4.45  0.251
8 H -1.96 1.64 3.71  0.063
9 H -1.70 5.16 -1.19  0.338
10 O -0.82 0.39 -1.20  -0.110
11 H -0.80 -5.12 -4.46  0.416
12 C -0.19 0.31 -2.32  1.077
13 H -2.22 -3.63 5.11  0.346
14 C 0.16 4.24 -0.61  1.780
15 H 1.14 6.11 -0.22  0.534
16 C -2.90 -1.73 0.91  1.000
17 H -4.68 -2.97 1.34  0.465
18 Y 0.39 -0.25 0.62  0.496
19 H -0.76 5.75 3.54  0.360
20 H -4.22 -1.36 -0.61  0.228
21 H 1.03 2.71 -1.86  0.164
22 N -1.97 -2.65 3.30  0.354
23 H 7.17 -1.87 -0.15  0.414
24 H 3.42 -4.40 2.57  0.425
25 H -0.13 4.69 4.80  0.371
26 H 3.97 -5.51 0.38  0.425
27 H -2.38 4.91 1.86  0.236
28 C 3.85 -1.11 -0.35  0.696
29 C 3.54 -0.97 1.03  0.145
30 H 3.25 -0.92 -2.43  0.188
31 H -1.07 3.98 -2.36  0.200
32 C -1.22 -1.77 2.53  -0.338
33 H -0.32 5.58 -2.22  0.388
34 C -0.76 -4.41 -3.64  -0.692
35 C -3.18 -3.06 2.84  -0.215
36 H -0.97 0.23 -6.92  0.469
37 H 2.08 3.22 -0.53  0.336
38 C -1.45 3.72 3.40  1.737
39 N 1.69 -0.41 -1.25  0.712
40 P -0.22 2.40 1.38  1.260
41 C -2.57 1.10 -5.77  -0.467
42 H -3.97 1.95 -4.37  0.435
43 O 2.33 -0.77 1.44  -0.345
44 C 5.16 -1.44 -0.75  -0.827
45 C -1.50 -2.45 -2.54  -0.166
46 C -1.44 -3.07 4.59  -0.871
47 H -2.12 -1.57 -2.50  0.467
48 C 4.60 -1.11 1.95  -0.788
49 O -0.28 3.39 2.59  -0.171
50 C 0.16 -3.67 -1.55  0.586
51 C -3.70 -2.64 1.67  -1.370
52 H 1.49 -2.87 2.65  0.539
53 C 5.87 -1.43 1.53  -0.339
54 C 6.17 -1.62 0.17  -0.884
55 H -0.28 5.81 0.81  0.245
56 H -3.19 1.28 -6.64  0.399
57 N -3.33 -1.14 -0.21  -0.058
58 C -2.61 4.05 2.49  -1.347
59 H -2.70 -0.49 -0.67  -0.293
60 H 0.76 -5.47 -2.57  0.399
61 H 4.37 -0.97 3.00  0.453
62 H -3.71 -3.75 3.48  0.393
63 C -1.76 2.53 4.30  -1.432
64 N 0.88 -3.20 0.72  0.362
65 C 1.70 -3.43 1.75  -0.216
66 H -2.63 2.76 4.91  0.489
67 C 2.24 -4.67 -0.58  -1.259
68 H 1.83 4.28 -1.93  0.529
69 C 0.59 5.35 0.34  -1.650
70 C -1.33 0.51 -5.94  -0.808
71 H -2.88 3.21 1.84  0.152
72 C -0.95 0.62 -3.56  -0.424
73 H -1.81 5.25 4.87  0.406
74 C 2.79 -4.28 1.70  -0.849
75 C 1.35 3.56 -1.26  -1.394
76 H -3.48 4.30 3.10  0.559
77 H 2.46 -5.11 -1.54  0.346
78 H 5.36 -1.53 -1.81  0.404
79 O 0.70 -0.28 -5.07  -0.730
80 H 1.18 -0.28 -4.20  0.459
81 H 6.66 -1.55 2.27  0.412
82 H -0.91 2.34 4.96  0.363
83 C -0.50 0.27 -4.84  0.583
84 O -0.63 3.27 0.12  0.168
85 C 1.13 -3.85 -0.42  0.977
86 H -1.15 -2.20 5.17  0.297
87 C 2.90 -0.82 -1.40  -0.531
88 C -0.80 4.77 -1.66  -1.571
89 H -2.27 -3.09 -4.43  0.482
90 C -2.20 1.22 -3.41  -0.281
91 N -0.66 -2.62 -1.52  0.542
92 N -1.69 -1.42 1.32  0.709
93 N 1.05 -0.09 -2.47  -1.069
94 O -0.15 -1.31 2.94  -0.490
95 H -2.51 1.49 -2.41  0.438
96 C -1.59 -3.31 -3.62  -1.008
97 C -3.01 1.47 -4.50  -1.263

- HOMO-LUMO gap: 7.37 eV



No. 3
Below is a structure of composition C37H44AlClO2S2Sb, with properties calculated with wB97M-V/def2-TZVPD.

Last column: Mulliken charge in e.
Positions of all 88 atoms, in Å:
1 O -1.88 -0.46 0.54  0.556
2 H 6.55 0.09 1.34  0.422
3 H -2.96 -3.19 3.34  0.587
4 H -0.74 3.90 -5.25  0.427
5 C -0.64 3.57 1.71  -0.228
6 C -1.23 0.02 -2.67  -0.843
7 C 4.13 -2.53 -0.15  -0.378
8 H -1.85 -8.21 -1.60  0.409
9 C -0.87 -3.73 1.07  -0.690
10 H 0.83 5.14 2.03  0.219
11 H -1.62 -2.16 2.92  0.325
12 C -1.61 0.43 3.01  1.237
13 C -1.68 5.05 -1.48  -1.400
14 Sb -0.09 2.76 -0.22  -0.266
15 H -1.72 3.44 1.80  0.456
16 H 1.57 -0.03 4.03  0.499
17 C -2.57 -2.55 2.55  -0.916
18 C 1.12 2.98 -4.73  0.418
19 C -0.25 5.02 1.99  -1.282
20 C 0.99 0.98 -3.42  0.001
21 C -0.26 3.08 -4.73  -0.944
22 H -0.60 -4.72 1.44  0.701
23 C -2.07 -7.16 -1.72  -0.675
24 H 3.45 -3.26 -0.57  0.441
25 H 2.40 1.96 -0.65  0.301
26 H -2.29 0.31 -2.70  0.456
27 Cl 2.08 4.18 -5.55  -0.229
28 C 4.53 -0.33 0.75  -0.194
29 H -2.09 2.21 -4.05  0.379
30 S -0.38 -3.69 -0.66  0.207
31 C -1.21 -6.21 -1.19  -0.472
32 H -3.12 1.58 4.04  0.498
33 C 6.34 -1.90 0.56  -0.460
34 C 1.10 -0.64 -0.13  0.583
35 H 0.34 5.34 -0.71  0.617
36 H 4.16 0.65 1.03  0.408
37 H -2.19 5.22 -0.53  0.331
38 H 0.27 4.46 -2.23  0.412
39 H 2.43 4.81 0.52  0.199
40 H -4.35 -1.60 1.67  0.498
41 C -2.61 -4.44 -2.07  -0.382
42 H -1.73 5.97 -2.05  0.406
43 H 5.84 -3.82 -0.27  0.402
44 C -1.50 -4.86 -1.36  0.691
45 H -0.65 5.35 2.95  0.426
46 C -0.23 4.60 -1.28  -0.718
47 C 0.54 0.31 4.04  -1.170
48 C -3.46 -5.40 -2.61  -0.716
49 H 1.49 0.17 -2.91  0.442
50 H -2.80 -3.38 -2.22  0.419
51 C 1.75 1.93 -4.08  -0.945
52 C 2.79 4.02 -0.14  -1.278
53 C -1.26 1.51 5.11  -0.740
54 H -1.16 -0.92 -3.23  0.444
55 H -3.86 -7.49 -2.85  0.399
56 C -2.10 1.20 4.06  -0.874
57 H 0.08 -0.58 2.14  0.052
58 C -0.41 1.06 -3.39  -0.089
59 C 5.87 -0.65 0.92  -0.716
60 H -0.63 5.70 1.23  0.276
61 H -4.33 -5.09 -3.18  0.425
62 H -2.26 4.30 -2.03  0.250
63 H 2.70 4.39 -1.16  0.289
64 H 7.39 -2.15 0.69  0.401
65 H -0.18 2.91 2.45  0.122
66 C -1.01 2.13 -4.05  -0.047
67 H -2.64 -2.75 0.41  0.208
68 H -3.95 -1.01 3.29  0.589
69 C 0.06 1.07 5.10  -0.687
70 C -0.30 -0.02 2.98  0.218
71 H 3.85 3.90 0.07  0.399
72 C 2.04 2.71 0.05  -0.279
73 O -0.93 -2.35 -1.16  -0.157
74 H -0.20 -3.00 1.51  0.275
75 H 2.83 1.86 -4.09  0.468
76 C 2.26 -0.93 0.03  0.576
77 H -1.62 2.11 5.93  0.450
78 C -2.34 -3.36 1.26  -0.489
79 H 2.20 2.29 1.05  0.419
80 H -0.31 -6.52 -0.66  0.429
81 C 3.65 -1.27 0.21  0.220
82 H -2.97 -4.25 1.24  0.547
83 C -3.52 -1.38 2.36  -1.051
84 S -2.72 0.09 1.68  -0.023
85 H 0.72 1.32 5.92  0.429
86 C 5.47 -2.84 0.02  -0.731
87 Al -0.68 -0.50 -0.87  -0.718
88 C -3.19 -6.75 -2.43  -0.472

- Charge: +1
- HOMO-LUMO gap: 7.93 eV



What relative energy (zero: lowest compared OMol25 entry of this formula, charge and spin) values result from the calculations? In sequence: 0.0; 33.8; 43.0 kJ/mol.